(1)
{
  "formula": "C14H21AlO8",
  "method": "the ωB97M-V functional and the def2-TZVPD basis",
  "lumo_ev": -13.29,
  "gap_ha": 0.071,
  "molar_mass_g_mol": 344.296,
  "e_above_lowest_ev": 1.285,
  "charge": 2,
  "e_tot_ha": -1389.5337,
  "elements": ["Al", "C", "C", "O", "O", "H", "H", "H", "O", "C", "O", "C", "C", "C", "H", "H", "H", "H", "H", "H", "O", "C", "O", "C", "C", "C", "H", "H", "H", "H", "H", "H", "O", "C", "O", "C", "C", "C", "H", "H", "H", "H", "H", "H"],
  "xyz": [[-12.99429, -13.64236, 22.80335], [-17.09440, -15.17308, 20.50985], [-15.75522, -14.48198, 21.02607], [-15.78339, -14.14773, 22.21158], [-14.92002, -14.29895, 20.14165], [-17.08323, -16.25943, 20.57468], [-17.33178, -14.68362, 19.56963], [-17.90763, -14.91459, 21.19132], [-14.85610, -21.38274, 20.66445], [-14.59135, -20.42173, 21.31901], [-14.99239, -19.21334, 20.92344], [-14.83723, -18.19810, 21.89466], [-14.36606, -19.00022, 23.15160], [-13.91751, -20.37757, 22.68151], [-15.64993, -17.53472, 22.19433], [-14.05573, -17.47610, 21.63394], [-15.15428, -19.05773, 23.90305], [-13.54375, -18.52377, 23.69106], [-14.28473, -21.22716, 23.24324], [-12.86947, -20.32921, 22.37699], [-19.80581, -13.54780, 23.79509], [-20.28848, -14.25221, 22.96801], [-20.77394, -13.84508, 21.77193], [-21.03994, -14.93666, 20.87637], [-20.94638, -16.20521, 21.71069], [-20.57124, -15.75175, 23.10476], [-20.26172, -14.86684, 20.11313], [-21.99707, -14.89163, 20.36066], [-20.13765, -16.83824, 21.34523], [-21.88262, -16.75625, 21.66055], [-19.63164, -16.18527, 23.45683], [-21.25371, -15.92049, 23.93654], [-16.12388, -15.09839, 14.08371], [-16.48608, -16.05387, 14.69854], [-16.22898, -17.29630, 14.28466], [-16.53986, -18.28086, 15.29125], [-16.86463, -17.44775, 16.57862], [-17.30390, -16.12662, 15.98124], [-15.75735, -18.98656, 15.53528], [-17.50144, -18.70685, 15.01056], [-16.03002, -17.31717, 17.26817], [-17.72455, -17.76727, 17.17182], [-17.10617, -15.28992, 16.64632], [-18.35672, -16.19030, 15.69914]],
  "atomic_forces_ev_per_a": [[-0.6139, 0.0553, -0.2616], [-2.1422, 0.0689, 0.3080], [1.5734, 1.2724, 0.0938], [-0.0316, -0.5478, 0.5543], [-0.4030, -0.7223, -0.0805], [0.8571, -0.0115, -0.5785], [0.3688, -0.4841, -0.3108], [0.3914, 0.4415, 0.2811], [0.3673, -0.1138, -0.1433], [-0.7920, -1.0052, 0.3209], [-1.0544, 1.7816, -1.0542], [2.0685, -0.4056, 2.1483], [0.0652, 0.5841, 1.1652], [-0.5737, 1.1015, -1.5057], [-0.9416, -0.8097, -0.7300], [0.2201, -0.3851, -0.6457], [-0.1913, -0.1853, -0.2282], [-0.0037, 0.2042, -0.2073], [0.6251, -0.0893, 0.2371], [0.1987, -0.6639, 0.6766], [0.3421, 0.3720, -0.0438], [-1.5705, -0.6361, -0.8251], [0.1869, 0.7302, 0.3630], [0.5859, -0.2909, -0.1768], [0.1340, -0.5294, -0.1194], [1.0959, -0.0833, 0.7732], [-0.0834, -0.1540, -0.0653], [-0.1176, 0.7517, 0.3479], [-0.2359, -0.1767, -0.1569], [0.0702, -0.0902, 0.1994], [-0.0606, -0.1344, -0.0622], [-0.3530, 0.1932, -0.2608], [-0.2151, 0.4225, 0.2652], [0.1043, -0.6603, -0.5237], [0.7813, -0.4628, 0.2238], [-1.6324, 1.0104, 1.8114], [-0.0032, 0.1078, -0.2948], [0.1869, 0.4826, 0.5243], [0.2477, -0.0590, -0.8709], [0.3549, -0.6504, -0.3415], [0.2009, -0.1761, -0.2367], [0.1926, -0.6470, -0.0850], [-0.2369, 0.2160, -0.2696], [0.0365, 0.3784, -0.2151]],
  "nbo_charge": [1.02, -0.59, 0.75, -0.53, -0.43, 0.26, 0.26, 0.24, -0.42, 0.79, -0.47, -0.07, -0.43, -0.50, 0.18, 0.17, 0.23, 0.23, 0.28, 0.26, -0.39, 0.79, -0.45, -0.07, -0.44, -0.50, 0.17, 0.23, 0.21, 0.25, 0.24, 0.28, -0.34, 0.79, -0.42, -0.08, -0.42, -0.49, 0.23, 0.21, 0.22, 0.24, 0.24, 0.26]
}

***

(2)
{
  "formula": "C14H21AuN3O4S2",
  "method": "the ωB97M-V functional and the def2-TZVPD basis",
  "lumo_ev": 2.69,
  "gap_ha": 0.265,
  "molar_mass_g_mol": 556.440,
  "e_above_lowest_ev": 0.000,
  "charge": -1,
  "e_tot_ha": -1943.4845,
  "elements": ["Au", "C", "C", "C", "C", "C", "C", "C", "S", "O", "O", "N", "C", "C", "O", "O", "H", "H", "H", "H", "H", "H", "H", "H", "H", "C", "C", "N", "C", "S", "N", "C", "C", "H", "H", "H", "H", "H", "H", "H", "H", "H", "H", "H", "H"],
  "xyz": [[-2.73238, -0.55624, 0.32618], [1.64380, -1.37109, 5.71242], [1.45942, -1.18258, 4.23041], [2.31845, -1.77697, 3.31767], [2.13352, -1.61165, 1.94952], [1.07706, -0.84873, 1.48887], [0.20784, -0.24340, 2.38933], [0.40292, -0.41040, 3.74701], [0.78501, -0.64349, -0.26388], [1.97181, -1.19278, -0.90211], [0.58455, 0.78784, -0.46493], [-0.54291, -1.39177, -0.60856], [-0.55872, -2.81751, -0.32040], [-1.64411, -3.30776, 0.66472], [-1.54105, -4.47033, 1.04150], [-2.60573, -2.52601, 1.01714], [2.48359, -2.03287, 5.92305], [0.74906, -1.80736, 6.15989], [1.82936, -0.41768, 6.21164], [3.14071, -2.38510, 3.67780], [2.79964, -2.06989, 1.23131], [-0.61866, 0.34579, 2.01150], [-0.28189, 0.05465, 4.44735], [0.38691, -3.18179, 0.09021], [-0.72173, -3.38658, -1.24225], [0.27280, 4.18227, -1.52153], [-0.34273, 3.26702, -2.56691], [-1.72307, 2.92680, -2.19458], [-2.05026, 1.68482, -1.75259], [-3.08626, 1.59805, -0.37483], [-1.64212, 0.61471, -2.41357], [-1.08474, 0.58143, -3.75912], [0.29709, -0.05422, -3.81533], [1.29214, 4.44349, -1.80725], [0.30608, 3.66359, -0.56401], [-0.29861, 5.10818, -1.41645], [0.23777, 2.34925, -2.59756], [-0.33273, 3.73452, -3.55627], [-2.16536, 3.63788, -1.62945], [-1.48930, -0.22369, -1.83128], [-1.07185, 1.58919, -4.17164], [-1.78270, 0.00225, -4.37358], [0.98770, 0.42339, -3.12304], [0.69661, 0.02152, -4.82846], [0.25306, -1.10673, -3.53794]],
  "atomic_forces_ev_per_a": [[-0.3732, -0.0189, 0.0785], [-0.0091, -0.0005, -0.0146], [-0.0011, -0.0053, 0.0189], [0.0020, 0.0002, -0.0011], [-0.0068, -0.0182, -0.0062], [-0.0197, 0.0535, -0.0420], [0.0103, -0.0368, -0.0047], [-0.0077, 0.0078, -0.0106], [0.1029, 0.1337, -0.1150], [-0.0140, -0.0876, 0.0644], [-0.0630, -0.0278, -0.0527], [0.2201, 0.0872, -0.0697], [-0.0435, 0.0056, 0.0130], [0.0592, -0.1156, -0.0274], [-0.0241, -0.0189, -0.0079], [0.0246, 0.2314, -0.0031], [0.0080, -0.0010, 0.0061], [0.0006, -0.0037, 0.0188], [0.0004, 0.0023, 0.0070], [0.0065, -0.0057, 0.0012], [0.0095, -0.0008, -0.0085], [-0.0142, 0.0245, 0.0127], [-0.0104, 0.0040, 0.0083], [-0.0030, -0.0189, -0.0298], [-0.0035, -0.0278, 0.0230], [-0.0019, -0.0310, -0.0384], [-0.0011, 0.0278, 0.0805], [-0.0943, 0.1508, -0.0633], [-0.0626, -0.2370, -0.0581], [0.2097, -0.1061, 0.0423], [0.1721, 0.3140, 0.2072], [-0.0380, 0.0008, -0.0793], [-0.0249, -0.0086, -0.0160], [0.0088, 0.0177, 0.0056], [0.0061, 0.0115, 0.0291], [0.0002, 0.0003, 0.0162], [0.0001, 0.0128, -0.0145], [0.0339, -0.0355, 0.0153], [0.0076, -0.0218, -0.0283], [-0.0922, -0.2021, -0.0309], [-0.0509, -0.0584, 0.0226], [0.0534, 0.0084, -0.0121], [0.0303, 0.0074, 0.0273], [-0.0167, -0.0192, -0.0161], [0.0098, 0.0056, 0.0521]],
  "nbo_charge": [0.56, -0.62, -0.02, -0.23, -0.18, -0.36, -0.11, -0.24, 2.33, -1.01, -1.03, -1.09, -0.35, 0.77, -0.70, -0.81, 0.21, 0.22, 0.21, 0.20, 0.24, 0.23, 0.20, 0.21, 0.20, -0.62, -0.22, -0.62, 0.39, -0.26, -0.62, -0.21, -0.63, 0.21, 0.24, 0.19, 0.23, 0.18, 0.39, 0.48, 0.20, 0.19, 0.23, 0.20, 0.23]
}

***

(3)
{
  "formula": "C14H21BF6N8O5S2V",
  "method": "the ωB97M-V functional and the def2-TZVPD basis",
  "lumo_ev": [-2.60, -2.20],
  "gap_ha": [0.315, 0.329],
  "s2": 0.78,
  "molar_mass_g_mol": 621.251,
  "e_above_lowest_ev": 0.000,
  "e_tot_ha": -3724.9391,
  "multiplicity": 2,
  "elements": ["O", "V", "B", "F", "F", "F", "F", "N", "S", "O", "O", "F", "S", "O", "O", "F", "C", "C", "N", "H", "H", "H", "C", "C", "N", "H", "H", "H", "C", "C", "N", "H", "H", "H", "C", "C", "N", "H", "H", "H", "C", "C", "N", "H", "H", "H", "C", "C", "N", "H", "H", "H", "C", "C", "N", "H", "H", "H"],
  "xyz": [[19.77491, 3.31145, -0.15520], [21.31099, 3.02096, -0.14815], [24.71781, 2.86814, 0.67104], [25.40326, 1.80093, 0.12232], [23.37453, 2.92969, 0.08830], [24.56345, 2.69073, 2.05931], [25.33614, 4.07636, 0.45967], [21.28536, 1.54048, -1.58170], [20.64901, 1.56763, -3.07224], [19.54082, 0.70981, -3.26175], [21.54024, 1.79893, -4.14442], [19.95009, 2.99691, -2.90721], [22.00023, 0.02854, -1.71610], [23.04955, -0.15838, -2.64388], [21.17055, -1.06834, -1.40696], [22.79693, 0.17852, -0.34064], [16.91746, 0.01814, -1.40448], [17.79699, 0.38055, -0.31531], [18.49037, 0.66318, 0.55320], [15.94717, -0.32843, -1.05111], [17.33007, -0.73013, -2.07549], [16.71009, 0.91029, -1.99817], [23.03310, 0.20627, 3.10667], [22.11680, 0.91353, 2.23007], [21.40468, 1.47148, 1.53061], [22.52637, 0.05370, 4.05941], [23.90567, 0.83540, 3.27548], [23.28152, -0.74010, 2.62899], [23.03065, 6.57091, -2.83233], [22.43519, 5.43422, -2.16980], [22.01429, 4.51195, -1.64725], [24.01228, 6.77638, -2.40197], [22.38609, 7.43570, -2.68498], [23.20570, 6.36938, -3.88696], [24.86654, 2.42035, -3.30666], [25.52078, 3.70233, -3.04554], [26.02025, 4.71169, -2.81926], [24.49017, 1.98649, -2.38760], [25.59035, 1.76463, -3.79221], [24.09835, 2.58498, -4.06233], [25.48651, -1.24374, 0.38999], [24.97249, -2.58551, 0.64771], [24.54887, -3.62288, 0.88555], [26.55425, -1.30840, 0.18712], [25.27760, -0.54600, 1.19195], [25.01964, -0.91550, -0.53744], [21.56266, -4.19954, -0.96712], [21.52471, -4.26969, -2.42687], [21.49219, -4.36491, -3.57050], [20.54273, -3.98567, -0.64911], [22.19653, -3.36918, -0.67006], [21.93170, -5.12845, -0.54434], [24.32113, -2.77110, -4.63271], [24.07876, -2.35836, -6.00899], [23.88395, -2.02097, -7.08753], [24.07212, -3.82143, -4.50224], [23.70018, -2.18215, -3.96301], [25.37890, -2.62211, -4.42042]],
  "atomic_forces_ev_per_a": [[2.0630, 0.2548, 0.4737], [-1.4210, -1.1001, -0.6084], [1.7200, 0.4194, 1.3680], [-0.4605, 0.0220, -0.2723], [-0.9177, 0.1137, -0.2353], [-0.5010, -0.3123, -0.2757], [-0.3296, -0.0604, -0.4481], [0.9744, -2.2076, -1.7198], [-3.0674, 4.0296, -1.9125], [0.2062, -0.9478, 0.4648], [0.8881, -0.4137, 0.2081], [0.2352, -0.3186, 0.2335], [2.1469, -1.3437, 4.4974], [-0.1833, 0.8387, -1.0360], [-1.2675, 0.0215, -0.5976], [0.1298, 0.3281, -0.3186], [-0.6795, 0.3156, -0.5975], [0.1448, -0.2682, 0.0977], [0.0653, 0.0394, 0.0804], [0.1213, -0.0948, 0.2539], [0.2798, -0.0230, 0.1634], [0.1345, -0.0123, -0.0407], [-0.4408, 0.1390, 0.0490], [0.0740, 0.0942, 0.2093], [0.0909, 1.2532, -0.8048], [0.0474, -0.2274, -0.0183], [0.0670, -0.0328, -0.2017], [0.1099, -0.0649, 0.1781], [0.2637, 0.3323, 0.0507], [0.4660, -0.0551, -0.2654], [-0.6251, -0.6496, 1.1059], [-0.0453, -0.1493, 0.1778], [-0.0105, 0.0247, -0.1764], [-0.2681, -0.0812, -0.0429], [0.4491, 0.4010, -0.6875], [-0.0244, -0.0395, 0.2585], [-0.1649, 0.0698, -0.1299], [-0.0667, -0.0648, -0.0347], [0.0207, -0.1633, 0.2911], [-0.3172, -0.1289, 0.3034], [0.0866, -0.4953, -0.7995], [0.1092, 0.4081, 0.3995], [-0.1836, -0.3312, -0.0199], [0.0533, 0.1175, 0.2292], [0.0203, 0.0244, 0.0122], [-0.0079, 0.3412, 0.1194], [-0.2873, 0.3424, -0.4220], [0.1773, -0.2531, 0.0176], [0.0251, 0.0902, 0.0116], [0.0697, -0.0988, 0.2780], [0.0639, -0.0691, 0.1174], [-0.0161, -0.0194, 0.0352], [0.1169, -0.0499, -0.1345], [-0.1596, -0.0396, 0.0240], [0.0388, 0.0390, -0.1000], [-0.0474, -0.0111, -0.0438], [0.0614, 0.0402, 0.0551], [-0.0283, 0.0273, 0.1800]],
  "nbo_charge": [-0.35, 1.55, 1.36, -0.55, -0.56, -0.57, -0.54, -1.15, 2.47, -0.87, -0.87, -0.50, 2.46, -0.86, -0.87, -0.52, -0.73, 0.32, -0.37, 0.25, 0.27, 0.26, -0.75, 0.54, -0.46, 0.27, 0.31, 0.27, -0.75, 0.54, -0.46, 0.30, 0.27, 0.29, -0.73, 0.31, -0.37, 0.26, 0.26, 0.27, -0.72, 0.29, -0.36, 0.26, 0.26, 0.26, -0.72, 0.30, -0.36, 0.25, 0.26, 0.26, -0.73, 0.30, -0.35, 0.27, 0.26, 0.24]
}

***

(4)
{
  "formula": "C14H21BeNP",
  "method": "the ωB97M-V functional and the def2-TZVPD basis",
  "lumo_ev": [2.94, 2.84],
  "gap_ha": [0.128, 0.111],
  "molar_mass_g_mol": 243.315,
  "e_above_lowest_ev": 0.905,
  "charge": -1,
  "e_tot_ha": -956.8055,
  "elements": ["C", "Be", "N", "H", "H", "H", "H", "H", "H", "H", "H", "C", "P", "C", "C", "C", "C", "C", "C", "C", "C", "C", "C", "C", "C", "H", "H", "H", "H", "H", "H", "H", "H", "H", "H", "H", "H", "H"],
  "xyz": [[-2.36552, -0.41639, -0.29508], [-0.10370, -0.93742, 0.15880], [0.76463, 0.45957, -0.41865], [-1.88054, 0.54707, -0.38591], [0.45058, 1.31497, 0.04549], [0.99614, -1.72410, 0.18874], [-2.92481, -0.57644, -1.23022], [-3.07964, -0.37692, 0.53871], [-1.72173, -1.34343, -0.16191], [1.73552, 0.31672, -0.10189], [0.75337, 0.58726, -1.42667], [0.88400, -1.59782, 2.77009], [-0.35735, -0.34838, 2.30002], [-1.63142, -0.51358, 3.59119], [-2.62346, -1.50822, 3.45390], [-3.48451, -1.76660, 4.51996], [-3.36891, -1.04249, 5.71222], [-2.40948, -0.03134, 5.83392], [-1.55147, 0.24722, 4.77118], [0.41950, 1.27917, 2.66296], [1.64331, 1.34905, 3.33867], [2.26432, 2.58132, 3.54067], [1.66361, 3.75596, 3.07889], [0.42982, 3.70117, 2.42031], [-0.20137, 2.47173, 2.21602], [0.49406, -2.56853, 2.44085], [1.05016, -1.61365, 3.85071], [1.82649, -1.42416, 2.24058], [-2.69570, -2.06947, 2.51699], [-4.24386, -2.54296, 4.42185], [-4.02909, -1.26172, 6.55069], [-2.31814, 0.54669, 6.75522], [-0.80700, 1.04550, 4.85549], [2.11441, 0.43486, 3.70935], [3.21898, 2.61670, 4.06790], [2.15590, 4.71603, 3.23345], [-0.04507, 4.62036, 2.06931], [-1.18557, 2.43780, 1.73284]],
  "atomic_forces_ev_per_a": [[-0.8996, -0.6339, -0.4305], [1.2329, 1.6090, 0.4148], [-0.3792, 0.1863, 0.7859], [0.4338, -0.1210, 0.0425], [0.0055, 0.2942, -0.4868], [-0.7668, -1.3453, -0.2891], [0.3149, -0.0794, 0.2434], [0.3962, -0.1949, -0.0072], [-0.5944, 0.6301, -0.2204], [-0.1566, 0.0040, -0.3947], [0.0819, 0.1590, -0.4213], [0.8515, -0.0791, 0.5543], [-1.2982, -0.3003, 1.4150], [1.4865, 0.4492, -2.5472], [-1.3410, -0.8631, 0.6370], [0.5784, -0.1513, -1.4606], [-0.7986, -0.2569, 1.0750], [1.1266, 0.7096, -0.8759], [-0.3117, 0.5017, 1.8711], [0.0471, 0.1430, -0.2659], [-0.1300, 0.1644, -0.1673], [-0.1381, 0.1600, -0.0318], [-0.0455, -0.2178, -0.0207], [0.0084, -0.2181, 0.1302], [0.3959, -0.2370, 0.3338], [0.0641, 0.2791, 0.1234], [-0.0204, -0.0130, 0.0034], [-0.0252, -0.1711, 0.0634], [-0.0717, 0.0341, 0.3176], [0.1359, 0.1423, -0.0028], [0.1025, 0.0141, -0.1753], [-0.0671, -0.1142, -0.2047], [-0.2984, -0.2870, 0.0963], [-0.1539, 0.3422, -0.1668], [-0.2382, 0.0632, -0.1471], [-0.1157, -0.2178, -0.0372], [0.1548, -0.2952, 0.1020], [0.4334, -0.0894, 0.1442]],
  "nbo_charge": [-0.88, 1.00, -1.48, 0.23, 0.38, -0.64, 0.23, 0.25, 0.12, 0.39, 0.31, -0.98, 0.63, -0.43, -0.30, -0.23, -0.39, -0.22, -0.30, -0.23, -0.25, -0.20, -0.23, -0.22, -0.26, 0.25, 0.22, 0.23, 0.18, 0.19, 0.18, 0.19, 0.20, 0.22, 0.21, 0.21, 0.21, 0.23]
}